Record 1
{"formula": "C28H34GeN4O2Sr", "method": "ωB97M-V with the def2-TZVPD basis set", "species": ["C", "H", "Ge", "H", "H", "H", "C", "H", "H", "H", "C", "H", "N", "H", "O", "C", "C", "N", "H", "O", "H", "H", "C", "H", "H", "H", "H", "C", "C", "H", "H", "C", "C", "N", "C", "C", "C", "C", "C", "C", "C", "H", "H", "H", "C", "C", "C", "N", "C", "C", "C", "H", "H", "H", "H", "C", "H", "C", "C", "H", "H", "H", "C", "H", "H", "C", "Sr", "H", "H", "H"], "xyz": [[-1.16, 1.69, -2.71], [0.85, 3.37, -1.14], [-0.03, 0.57, -1.63], [1.10, -4.34, -1.04], [0.58, -4.42, 1.38], [-3.89, -3.32, -0.26], [1.30, -1.92, 2.44], [0.81, 4.90, 3.20], [1.26, 2.25, 4.21], [-3.50, 3.94, -4.81], [-0.64, 2.72, -3.48], [-3.72, -0.82, 0.10], [-1.02, -3.07, 1.53], [3.55, 1.92, 3.54], [-1.13, 3.19, 3.83], [1.74, 2.76, -0.97], [-0.24, -4.03, -2.69], [-1.96, -0.98, 1.18], [1.32, 4.01, 1.80], [-0.97, 2.97, 1.59], [-2.97, 0.68, -2.11], [2.96, 4.45, -0.46], [3.99, 1.22, -0.47], [-4.45, 2.10, -3.45], [1.94, -2.21, 1.60], [0.43, 2.90, -3.51], [-0.31, -5.08, -2.94], [-2.18, -3.75, 0.96], [-2.96, -2.84, 0.03], [4.87, 0.62, -0.27], [3.47, 3.14, 2.46], [-0.05, -1.31, -2.07], [1.82, 3.06, 3.72], [2.91, 2.43, 2.93], [-3.38, 2.28, -3.46], [-0.93, -3.10, -3.45], [-2.85, 3.31, -4.23], [1.67, 1.37, -1.16], [-2.54, 1.47, -2.71], [2.82, 0.61, -0.88], [-0.56, 3.33, 2.76], [1.66, -3.80, 3.46], [-0.58, -4.75, 2.67], [1.92, -1.33, 3.12], [2.92, 3.37, -0.57], [4.05, 2.60, -0.32], [0.55, -3.61, -1.63], [0.18, -1.09, 1.99], [0.63, -2.26, -1.31], [0.82, -3.18, 3.14], [-0.90, -1.73, 1.59], [-1.36, -1.02, -3.76], [1.23, -1.96, -0.46], [-2.37, -2.64, -0.87], [2.21, 3.67, 4.54], [-1.48, 3.53, -4.24], [4.98, 3.08, -0.02], [-0.04, -3.95, 2.16], [-3.23, -1.54, 0.76], [-1.06, 4.33, -4.84], [2.80, -0.46, -1.03], [-1.81, -4.62, 0.42], [0.89, 3.89, 2.80], [-2.82, -4.12, 1.77], [0.23, -2.91, 4.02], [-0.83, -1.74, -3.15], [0.82, 1.31, 1.64], [-1.94, 0.00, 1.43], [-1.53, -3.42, -4.29], [-3.89, -1.71, 1.61]], "charge": 1, "e_above_lowest_ev": 0.1968, "s_squared": 0.76, "multiplicity": 2, "homo_lumo_gap_ev": [7.358, 7.746], "e_tot_ha": -3564.382619}

Record 2
{"formula": "C43H37Cl2GeN6O2Pd", "method": "ωB97M-V with the def2-TZVPD basis set", "species": ["C", "H", "H", "H", "O", "H", "C", "H", "H", "C", "H", "H", "Ge", "H", "C", "H", "H", "C", "C", "H", "C", "N", "C", "C", "C", "H", "C", "H", "N", "O", "H", "H", "H", "H", "C", "C", "C", "H", "H", "C", "C", "H", "C", "C", "H", "H", "C", "C", "H", "C", "C", "C", "N", "C", "N", "H", "C", "C", "C", "C", "H", "N", "C", "Pd", "H", "C", "C", "C", "H", "N", "C", "C", "H", "C", "H", "C", "C", "H", "H", "H", "H", "C", "C", "H", "C", "C", "Cl", "Cl", "H", "C", "C", "H"], "xyz": [[1.49, -3.67, 1.26], [2.20, 2.89, 5.57], [0.31, -0.77, 2.17], [0.74, -1.90, 6.30], [-0.92, -0.27, -0.04], [6.00, -1.10, -1.63], [3.88, -0.76, -1.38], [1.70, 4.84, 3.85], [6.67, 1.13, -0.80], [1.46, 1.01, 4.83], [-3.98, 0.11, 1.00], [1.29, -1.96, 0.00], [-1.54, -1.92, -1.06], [-2.19, -4.44, 0.40], [0.60, -0.54, 3.19], [0.09, -2.45, 3.99], [1.63, 0.33, 6.88], [-3.84, -4.11, -4.17], [-3.26, -0.06, 0.20], [-3.46, 0.68, -0.58], [1.22, -1.25, -4.13], [1.82, 4.54, 1.79], [-3.12, 3.70, -1.26], [2.90, 4.68, 0.84], [-0.54, -3.09, 0.08], [3.79, 5.17, 1.26], [-2.21, -3.41, -2.60], [-3.54, -2.22, 0.35], [2.48, 2.39, -0.05], [-1.66, 1.00, 1.63], [1.18, 0.22, -5.69], [-4.71, -3.90, -4.78], [2.17, -1.67, -4.45], [1.20, 5.34, 1.77], [-1.16, -4.21, 0.64], [-2.12, -5.63, -3.42], [-3.85, 4.63, 1.25], [2.52, -3.45, 1.51], [3.26, 4.27, 3.30], [-4.37, 4.23, -1.07], [5.63, 0.85, -0.85], [-5.06, 4.27, -1.91], [-1.86, 0.25, 0.68], [0.84, -1.15, 5.53], [-0.96, -5.91, 1.94], [1.40, -5.43, 2.49], [-3.26, -5.37, -4.17], [-1.23, -0.19, -3.35], [-0.99, 1.17, -4.99], [3.30, 3.35, 0.28], [-0.66, -1.23, -2.63], [0.86, -4.78, 1.81], [1.34, 1.83, 2.71], [-1.55, -4.63, -2.63], [1.90, 2.33, 4.78], [-1.66, -6.61, -3.44], [1.10, 0.71, 3.52], [-0.56, 0.34, -4.44], [-3.32, -1.46, -0.40], [0.67, -0.19, -4.83], [-3.72, -2.09, -3.42], [-0.98, 3.05, -0.41], [-4.74, 4.69, 0.19], [0.36, 2.16, 0.75], [-5.73, 5.11, 0.33], [1.34, 0.09, 5.87], [0.79, -2.83, 0.40], [-2.17, 3.60, -0.20], [3.63, -1.75, -1.76], [4.60, 3.00, 0.06], [2.88, 0.10, -0.99], [-0.47, -5.05, 1.51], [-4.13, 5.00, 2.23], [3.27, 1.35, -0.51], [0.98, -2.64, -2.51], [-2.59, 4.11, 1.07], [-3.29, -3.09, -3.40], [1.83, -0.14, -1.07], [-3.68, -6.15, -4.79], [-4.07, -1.55, -1.17], [-0.66, -4.82, -2.05], [0.48, -1.46, 4.21], [5.24, -0.39, -1.31], [2.55, 5.30, 0.01], [1.79, 2.76, 3.50], [2.18, 4.17, 3.14], [-2.66, 3.11, -2.82], [-1.50, 4.07, 2.41], [-2.18, 0.24, -3.05], [0.55, -1.79, -3.04], [4.61, 1.71, -0.45], [5.40, 3.59, 0.22]], "charge": 1, "s_squared": 6.07, "multiplicity": 5, "homo_lumo_gap_ev": [8.502, 6.020], "e_tot_ha": -5264.755169}